# 1
Molecular formula: C39H70N2O9S6
Method: DFT, the ωB97M-V functional and the def2-TZVPD basis

E_HOMO ... -7.450 eV
LUMO energy ... 0.2 eV
Energy ... -127992.951 eV

```
126
Properties=species:S:1:pos:R:3:forces:R:3:lowdin_charge:R:1
C 5.95005 -0.64369 2.74800 0.2 0.1 -0.5 -0.107
C 5.67288 0.42752 1.67981 0.4 -0.1 0.5 -0.244
C 4.83255 1.60300 2.15935 -1.2 -0.3 -0.1 -0.232
C 3.51183 1.17269 2.83008 0.8 -0.8 0.3 -0.208
C 2.70684 0.12989 2.05327 -0.3 0.5 -0.4 -0.216
C 2.48523 0.43388 0.56525 -0.8 0.0 0.3 -0.201
C 1.77525 -0.75182 -0.11872 0.3 0.3 0.1 -0.207
C 2.69694 -1.56573 -1.02013 -0.3 -0.1 0.2 -0.175
C 2.12579 -2.94341 -1.46759 0.2 1.0 -0.5 -0.136
C 0.63058 -2.94716 -1.58367 -0.3 -0.5 0.3 -0.229
C -0.04512 -2.63939 -2.75609 -0.2 -0.2 0.3 0.013
C -1.44184 -2.60501 -2.81221 -0.1 0.2 -0.1 -0.185
C -2.06370 -2.26520 -4.15152 0.1 -0.5 0.4 -0.192
S -1.63278 -0.58472 -4.62919 0.6 -0.1 0.6 0.669
O -1.45319 0.19341 -3.43808 -0.5 0.2 0.1 -0.334
O -0.55427 -0.62137 -5.57376 -0.2 -0.1 -0.5 -0.346
C -2.20781 -2.87791 -1.67564 0.7 -0.1 -0.2 -0.200
C -1.52377 -3.23534 -0.50913 -0.4 0.2 -0.2 -0.423
C -0.14138 -3.26773 -0.46499 -0.3 0.1 0.0 -0.052
S -2.52054 -3.62508 0.90045 0.1 -0.1 0.1 1.065
C -3.75775 -2.35851 0.71127 0.5 -0.3 -0.3 -0.367
C -4.27477 -1.68628 1.80974 -0.3 0.0 -0.2 -0.227
C -3.83532 -1.98251 3.21839 0.5 -0.1 -0.2 -0.133
C -3.07926 -0.78790 3.77636 -0.2 0.4 0.0 -0.171
O -2.48849 -1.08215 5.04974 -0.2 0.3 -0.2 -0.036
C -1.21214 -1.51754 4.95616 0.1 -0.1 0.1 -0.362
O -0.91445 -2.63052 5.21844 0.3 -1.0 0.4 0.121
C -5.22611 -0.69591 1.58168 0.1 -0.3 -0.2 -0.001
C -5.65135 -0.35379 0.30121 0.2 -0.2 0.3 -0.135
C -6.65556 0.77179 0.13951 0.6 -0.1 0.0 -0.097
C -6.44155 1.96286 1.09478 -0.5 0.3 -0.4 -0.191
O -7.63797 2.39583 1.72969 0.5 -0.1 0.3 -0.150
C -7.90879 1.74199 2.95617 -0.7 -0.4 -0.1 -0.264
C -8.73305 0.45844 2.77063 0.6 0.2 -0.5 -0.069
C -5.12693 -1.06095 -0.79408 0.1 0.1 -0.4 -0.085
C -5.60753 -0.67954 -2.18144 -0.5 0.0 0.1 -0.174
N -7.05340 -0.91353 -2.31221 0.4 -0.2 0.2 -0.099
C -7.30116 -2.34781 -2.51641 -0.3 0.6 -0.3 -0.114
C -4.17024 -2.07313 -0.59743 -0.6 0.5 0.6 -0.182
N -3.61498 -2.82061 -1.65696 0.3 0.3 0.3 0.111
H 6.83694 -1.19856 2.43333 -0.2 0.2 0.5 0.019
H 5.16192 -1.39232 2.78778 -0.2 0.0 0.2 0.063
H 6.07321 -0.20127 3.73630 0.1 0.0 0.1 0.074
H 6.63303 0.83172 1.35693 0.0 0.1 -0.1 0.102
H 5.24478 -0.07558 0.81406 -0.2 0.1 -0.1 0.089
H 4.56543 2.23236 1.31136 0.3 0.2 -0.1 0.088
H 5.37938 2.20685 2.87888 0.2 0.1 -0.1 0.102
H 3.79450 0.70412 3.77806 -0.1 0.0 0.1 0.098
H 2.89333 2.02475 3.10970 0.0 0.2 -0.2 0.102
H 3.11007 -0.87760 2.15064 0.3 0.0 0.1 0.100
H 1.70615 0.09996 2.49414 0.0 -0.2 0.1 0.101
H 3.38924 0.74161 0.04678 0.2 -0.2 -0.1 0.096
H 1.79816 1.28211 0.51290 0.1 0.2 0.0 0.110
H 0.92566 -0.37923 -0.69090 -0.1 -0.1 -0.1 0.114
H 1.35155 -1.37062 0.67280 0.0 -0.2 0.0 0.097
H 3.63933 -1.74397 -0.49976 0.1 0.0 0.0 0.107
H 2.91351 -0.95314 -1.89445 0.1 0.0 -0.1 0.113
H 2.48813 -3.69692 -0.77482 -0.2 -0.2 0.0 0.114
H 2.53554 -3.12850 -2.46052 0.2 -0.4 0.1 0.109
H 0.50897 -2.41493 -3.65907 0.1 0.0 0.0 0.126
H -1.64962 -2.96199 -4.87586 0.0 0.3 -0.4 0.114
H -3.14183 -2.39984 -4.18627 -0.1 0.2 -0.1 0.071
H -2.76350 -0.13595 -5.23874 0.1 -0.1 -0.1 0.071
H 0.32610 -3.52277 0.47603 0.1 0.0 0.0 0.116
H -3.14171 -2.81845 3.22176 -0.1 -0.2 0.1 0.072
H -4.68378 -2.24567 3.84510 -0.1 0.1 0.1 0.133
H -2.30653 -0.47234 3.06984 0.1 0.0 -0.1 0.135
H -3.74935 0.05728 3.91838 0.0 0.1 0.1 0.122
H -0.42909 -0.80170 4.67744 -0.3 0.5 -0.3 0.145
H -5.62789 -0.19229 2.44929 -0.1 0.1 0.0 0.100
H -7.65905 0.36628 0.21627 -0.2 0.1 0.2 0.113
H -6.58616 1.16642 -0.86697 -0.1 0.0 -0.2 0.091
H -5.65182 1.79250 1.82566 0.0 -0.1 0.1 0.107
H -6.12621 2.81644 0.49801 0.1 0.1 0.0 0.121
H -6.98418 1.49731 3.48415 0.1 0.3 0.1 0.105
H -8.49722 2.44555 3.54173 0.1 0.1 0.1 0.113
H -9.33218 0.59386 1.87329 -0.4 0.0 0.2 0.075
H -9.34612 0.23135 3.63646 -0.1 0.0 0.1 0.071
H -8.07403 -0.38167 2.55354 0.0 -0.2 0.1 0.059
H -5.41929 0.38055 -2.34229 0.1 0.1 -0.1 0.121
H -5.11521 -1.24950 -2.97473 0.4 0.2 0.0 0.098
H -7.40514 -0.38185 -3.09544 0.0 0.0 0.0 0.103
H -7.56988 -2.51314 -3.56268 -0.1 -0.3 0.0 0.067
H -8.11259 -2.68865 -1.87666 0.0 -0.2 0.0 0.078
H -6.39656 -2.91850 -2.31711 -0.1 -0.2 0.1 0.063
H -3.98627 -2.54961 -2.54733 -0.2 -0.2 -0.1 0.061
C 5.00720 5.82366 0.63035 -0.2 0.1 0.1 -0.269
S 6.72211 5.29651 0.56214 0.0 0.0 -0.2 0.813
O 6.76188 3.90085 1.07692 0.0 0.0 0.1 -0.557
C 7.29692 6.36375 1.88763 0.0 0.1 0.1 -0.269
H 4.45037 5.24152 -0.10161 0.1 0.0 0.0 0.052
H 4.60884 5.63770 1.62893 0.1 -0.1 0.0 0.057
H 4.95262 6.88084 0.38023 0.1 0.0 -0.1 0.018
H 6.73779 6.14847 2.79912 0.0 -0.1 0.0 0.057
H 7.16219 7.40198 1.58685 0.0 0.0 -0.1 0.027
H 8.35370 6.15916 2.04772 0.0 -0.1 0.0 0.049
C -5.81204 -6.17321 -6.11215 0.1 -0.1 0.0 -0.267
S -6.20845 -4.79461 -5.03170 -0.1 0.0 -0.1 0.798
O -4.96418 -4.45088 -4.28835 0.1 0.1 0.0 -0.556
C -7.25902 -5.72543 -3.91106 0.0 -0.1 0.1 -0.256
H -5.12265 -5.81503 -6.87367 0.0 0.1 0.0 0.051
H -5.34096 -6.96770 -5.53360 0.0 0.0 0.0 0.061
H -6.72454 -6.53461 -6.58606 0.0 0.0 0.0 0.055
H -6.69366 -6.55326 -3.48317 0.0 0.0 0.0 0.065
H -8.12752 -6.09612 -4.45549 0.0 0.0 0.0 0.058
H -7.58367 -5.05440 -3.11888 0.0 0.0 0.0 0.033
C 9.87730 -3.67573 2.29025 0.1 -0.1 0.0 -0.270
S 8.90116 -2.76878 1.08457 0.0 0.1 0.0 0.819
O 7.47878 -2.88418 1.50196 0.3 -0.4 -0.2 -0.550
C 9.15170 -3.92347 -0.26982 0.0 -0.1 -0.1 -0.273
H 9.81995 -3.14102 3.23588 0.0 0.0 0.0 0.051
H 9.47079 -4.68004 2.41000 0.0 0.0 0.0 0.058
H 10.91446 -3.72008 1.95749 0.0 0.0 0.0 0.052
H 8.79424 -4.91121 0.02128 0.0 0.0 0.0 0.057
H 10.21103 -3.95979 -0.52454 0.0 0.0 0.0 0.052
H 8.58294 -3.56368 -1.12449 0.0 0.0 0.0 0.050
C 4.69648 10.24577 -1.14444 -0.1 0.0 0.0 -0.268
S 6.41161 9.71535 -1.20850 0.1 0.1 -0.1 0.830
O 6.45261 8.31500 -0.70603 0.0 0.1 0.1 -0.568
C 6.98778 10.76974 0.12721 0.0 0.0 0.1 -0.269
H 4.14072 9.67060 -1.88192 0.0 0.0 0.0 0.052
H 4.29112 10.05898 -0.14974 0.0 0.0 0.0 0.059
H 4.63651 11.30642 -1.38776 0.0 0.0 0.0 0.054
H 6.42924 10.54769 1.03689 0.0 0.0 0.0 0.059
H 6.85777 11.81443 -0.15466 0.0 0.0 0.0 0.054
H 8.04435 10.56329 0.28452 0.0 0.0 0.0 0.051
```
Forces are in eV/Å.

=====

# 2
Molecular formula: C39H73Cl32FN3O5PSi
Method: DFT, the ωB97M-V functional and the def2-TZVPD basis

E_HOMO ... -7.431 eV
LUMO energy ... 0.0 eV
Energy ... -476931.316 eV

```
155
Properties=species:S:1:pos:R:3:forces:R:3:lowdin_charge:R:1
C -0.49973 4.46363 3.09317 0.4 0.9 -0.1 0.145
C -0.42238 3.97342 1.99635 -0.5 -1.0 -0.5 -0.074
C -0.21276 3.37019 0.61076 0.1 1.8 0.3 -0.248
C -0.08542 4.65740 -0.30596 0.2 -0.7 -0.6 -0.110
O 0.75546 5.60301 0.39601 -0.4 -0.6 -0.2 -0.108
N 0.98829 6.70441 -0.39621 -0.4 0.8 0.9 -0.029
O 1.03515 7.66067 0.29973 0.5 -0.3 -0.8 0.048
C 1.12521 2.51983 0.66801 1.0 -0.2 1.0 -0.337
F 1.86046 2.65997 -0.55688 -1.1 -0.5 0.3 -0.010
C 2.22274 2.85627 1.75192 0.4 -0.5 0.1 -0.051
C 2.22007 1.87922 2.98596 1.0 1.6 0.3 -0.259
O 1.02867 1.98120 3.76190 0.4 -1.6 -0.2 -0.241
Si 0.67882 0.60425 4.70208 -1.5 0.4 0.6 0.459
C 1.71552 0.70771 6.28941 0.0 0.4 0.4 -0.190
C -1.16489 0.80149 5.22057 0.4 1.1 -0.7 -0.201
C 0.79899 -1.05455 3.78179 0.2 -0.6 0.2 -0.174
N 0.64533 1.17887 0.93828 -0.6 0.2 -0.7 0.146
C -0.79000 1.11060 1.02346 0.9 0.9 -1.4 -0.430
O -1.43403 0.34950 1.67859 0.6 0.1 -0.4 0.098
C -1.27714 2.32066 0.09578 -0.2 0.1 0.5 -0.349
C -1.05800 1.99867 -1.44198 0.5 -1.1 -0.3 -0.174
C -0.79715 0.46406 -1.75972 -0.6 -0.1 -1.3 -0.189
C -2.03137 -0.47104 -1.53034 0.5 -0.5 0.3 -0.167
C -1.58630 -1.98596 -1.39436 -1.7 1.7 0.0 -0.163
N -0.75359 -2.10665 -0.16412 0.3 -2.2 -0.8 -0.101
C 0.53944 -2.75574 -0.57157 -0.2 0.5 0.6 -0.077
C -1.42600 -2.83317 0.86370 -0.2 -0.6 1.4 -0.467
C -0.60512 -3.86786 1.72256 0.7 1.5 -0.5 -0.036
O -2.59642 -2.67285 1.14584 0.5 0.2 -0.8 0.064
P -3.08922 2.53208 0.62241 -1.0 -0.2 0.9 1.101
C -4.27306 2.02960 -0.73523 -0.7 0.9 -1.2 -0.409
C -5.76812 2.47286 -0.41997 0.8 -0.3 -0.8 -0.210
C -3.52026 4.31327 1.02652 -0.3 0.9 1.0 -0.381
C -3.79165 4.36718 2.59972 1.1 -0.8 -0.3 -0.210
H -0.41204 5.11500 3.96953 -0.3 -0.9 -0.7 0.075
H -1.06871 5.14657 -0.48519 0.5 -0.6 0.3 0.105
H 0.35894 4.42772 -1.30090 -0.2 0.1 0.8 0.114
H 3.21281 2.67224 1.25444 -0.8 0.1 0.3 0.128
H 2.24600 3.92542 2.06340 -0.4 -0.8 -0.2 0.121
H 3.06855 2.23879 3.63801 -0.5 -0.4 -0.6 0.116
H 2.49486 0.84657 2.67083 -0.5 0.6 0.1 0.102
H 2.19289 -0.24300 6.61080 -0.1 0.7 -0.3 -0.006
H 2.46079 1.53801 6.19057 -0.3 -0.9 0.1 -0.002
H 1.03763 1.01739 7.12931 0.5 -0.3 -0.7 0.036
H -1.38685 1.90081 5.12232 0.1 -0.9 0.2 0.031
H -1.35433 0.49018 6.26478 0.0 0.1 -0.8 -0.024
H -1.80981 0.29446 4.46529 0.3 0.2 0.8 0.030
H 1.16048 -0.98922 2.72974 -0.1 -0.1 0.8 0.015
H 1.44093 -1.73706 4.40075 -0.3 0.5 -0.8 0.041
H -0.20773 -1.54325 3.75249 0.7 0.6 0.0 0.026
H 1.14342 0.39399 0.52859 -0.1 0.1 0.5 0.149
H -1.93105 2.30248 -2.07052 0.6 -0.2 0.8 0.065
H -0.19450 2.55877 -1.87462 -0.7 -0.4 0.7 0.042
H -0.55809 0.39461 -2.87232 -0.2 0.1 1.4 0.069
H 0.07718 0.01894 -1.23873 -0.5 0.6 -0.2 0.083
H -2.77254 -0.37755 -2.36443 0.5 0.1 0.7 0.119
H -2.50793 -0.22953 -0.54597 0.2 -0.2 -0.9 0.090
H -2.54666 -2.55266 -1.28176 0.9 0.2 0.0 0.124
H -1.07112 -2.34772 -2.31383 -0.1 0.3 0.8 0.122
H 0.31851 -3.82573 -0.80730 0.7 0.8 -0.1 0.097
H 1.27412 -2.65084 0.25909 -0.4 -0.3 -0.6 0.079
H 0.94189 -2.19767 -1.44409 -0.3 -0.6 0.5 0.074
H -0.31111 -4.73379 1.09180 -0.3 0.5 0.6 0.038
H -1.13039 -4.14003 2.65871 0.0 0.1 -0.9 0.091
H 0.33105 -3.32819 2.01842 -0.6 -0.7 -0.1 0.048
H -4.03522 2.51580 -1.72341 -0.1 -0.5 0.7 0.073
H -4.31900 0.93241 -0.91441 0.5 0.8 0.4 0.062
H -6.38191 1.98477 -1.22124 0.3 0.3 0.9 0.068
H -6.09373 2.12734 0.58456 0.1 0.4 -0.6 0.073
H -5.90608 3.56586 -0.57894 0.1 -0.8 0.5 0.015
H -4.46178 4.67471 0.55236 0.9 -0.4 -0.2 0.025
H -2.71052 5.05255 0.83779 -0.5 -0.6 -0.2 0.052
H -4.80257 3.99507 2.87309 0.6 0.4 -0.3 0.024
H -3.53352 5.35984 3.03789 -0.6 -0.5 -0.4 0.072
H -3.06167 3.64304 3.04448 -0.8 0.6 -0.1 0.033
C 0.07802 3.63965 -4.96910 0.1 0.1 -0.1 -0.961
Cl 0.64983 2.06927 -4.39340 0.0 0.1 -0.1 0.598
Cl -1.38515 4.12997 -4.10556 0.0 0.2 -0.2 0.557
H 0.85667 4.37824 -4.80103 -0.1 -0.1 0.1 0.037
H -0.14447 3.57355 -6.03028 0.0 -0.1 0.1 0.022
C -8.56857 5.37825 0.68066 -0.2 0.1 0.0 -0.982
Cl -7.01593 5.42591 1.52584 0.0 0.1 0.0 0.577
Cl -8.71336 3.93603 -0.33076 -0.2 0.1 0.0 0.550
H -9.36782 5.37312 1.41592 0.1 -0.1 0.0 0.029
H -8.65022 6.25851 0.04989 0.1 -0.1 0.0 0.028
C 3.82207 0.33111 -4.50933 0.1 0.1 0.1 -1.034
Cl 4.18887 -0.73201 -5.87180 0.2 -0.1 0.1 0.497
Cl 3.42342 -0.59447 -3.05549 0.0 0.1 0.0 0.507
H 4.68995 0.95151 -4.30432 0.0 -0.2 0.0 0.034
H 2.97404 0.95351 -4.77089 0.0 -0.2 0.0 -0.089
C -1.86193 8.94552 -1.52357 0.1 0.0 0.1 -1.039
Cl -3.17334 10.11758 -1.69558 0.0 0.0 0.0 0.509
Cl -2.21743 7.44582 -2.39192 0.1 -0.1 0.0 0.493
H -0.95023 9.37612 -1.92680 -0.1 0.0 -0.1 0.028
H -1.72987 8.71794 -0.46970 -0.1 0.0 -0.1 0.020
C 6.00289 1.65622 6.98705 0.1 0.0 0.1 -1.016
Cl 5.19609 3.07844 6.31351 0.0 0.1 0.0 0.505
Cl 5.13291 0.17136 6.58799 0.2 -0.1 0.0 0.529
H 7.00700 1.59597 6.57775 -0.1 0.0 -0.1 0.024
H 6.04777 1.75692 8.06746 -0.1 0.0 -0.1 0.026
C 3.42596 -4.27286 -6.73007 -0.2 0.3 0.0 -1.072
Cl 3.93942 -5.85190 -6.12331 0.1 -0.1 -0.1 0.519
Cl 1.95183 -3.72699 -5.92462 0.0 -0.1 0.1 0.487
H 4.21585 -3.55012 -6.54387 -0.1 -0.1 0.1 -0.004
H 3.23947 -4.35132 -7.79607 -0.2 -0.1 0.4 -0.063
C 5.99559 -6.01991 -2.56631 -0.1 -0.1 0.0 -1.034
Cl 7.51504 -5.28630 -2.03702 0.1 -0.1 0.0 0.498
Cl 4.67688 -4.84617 -2.57052 -0.1 0.0 0.0 0.486
H 6.12424 -6.40511 -3.57400 0.0 0.1 0.0 0.012
H 5.74222 -6.82997 -1.88870 0.0 0.1 0.0 0.026
C 6.04845 -6.04376 -9.19026 -0.1 0.1 0.0 -1.052
Cl 4.76667 -4.84914 -9.44729 0.3 -0.1 -0.5 0.582
Cl 5.69360 -7.55703 -10.03056 0.1 0.0 0.0 0.528
H 6.98372 -5.64448 -9.56825 -0.5 0.0 0.0 -0.068
H 6.13456 -6.24332 -8.12553 -0.1 0.0 -0.1 0.005
C -1.00197 -2.33872 8.43169 0.0 -0.1 0.1 -1.025
Cl -1.36130 -2.05152 6.72436 -0.1 -0.3 0.1 0.575
Cl 0.70270 -2.03224 8.79286 0.0 0.0 0.1 0.503
H -1.61372 -1.67417 9.03586 0.1 0.1 -0.1 0.034
H -1.23433 -3.37652 8.66795 0.3 0.5 -0.1 -0.109
C -6.11142 5.36508 5.20531 0.1 0.0 -0.1 -1.035
Cl -5.57227 3.79165 5.80232 0.0 0.0 0.0 0.525
Cl -7.58296 5.89864 6.02903 -0.1 0.1 0.0 0.511
H -5.32636 6.09488 5.38058 -0.1 -0.1 0.1 0.031
H -6.31420 5.28677 4.14188 -0.1 -0.1 0.1 -0.049
C 1.07238 0.69088 -8.09086 -0.2 0.0 -0.1 -0.985
Cl 2.33258 1.60723 -7.25014 -0.1 0.3 -0.5 0.513
Cl 0.84783 -0.90965 -7.37825 0.0 0.1 -0.1 0.498
H 0.13498 1.23551 -8.02011 0.1 0.0 0.1 0.024
H 1.35900 0.58040 -9.13248 0.1 0.0 0.1 0.029
C -1.22535 -6.39953 8.96258 0.0 -0.2 0.0 -0.985
Cl 0.28995 -5.65753 9.48669 0.0 -0.1 0.0 0.527
Cl -2.54944 -5.22633 8.94958 -0.3 -0.4 0.0 0.564
H -1.09572 -6.79158 7.95813 0.0 0.1 0.0 0.030
H -1.47795 -7.20474 9.64605 0.0 0.1 0.0 0.026
C 2.32140 -9.10053 -11.47076 0.2 0.0 0.0 -1.039
Cl 1.53997 -7.79908 -12.37630 0.1 0.0 0.0 0.495
Cl 1.14469 -10.03148 -10.53639 0.1 -0.1 0.0 0.499
H 2.81999 -9.76518 -12.17022 -0.1 0.0 0.0 0.026
H 3.04814 -8.66699 -10.78877 -0.2 0.0 0.0 -0.018
C 1.56375 -7.13416 1.98769 0.0 0.0 0.2 -1.017
Cl 1.32453 -8.38605 0.76343 0.0 0.0 0.1 0.507
Cl 2.21499 -5.65288 1.27846 0.2 -0.1 0.0 0.536
H 0.60711 -6.90925 2.45171 0.0 0.0 -0.1 0.023
H 2.26139 -7.50150 2.73449 0.0 0.0 -0.1 0.026
C 9.44319 -6.37891 -10.92530 0.0 0.1 -0.2 -0.995
Cl 9.03895 -6.55524 -9.21156 0.7 -0.1 0.1 0.564
Cl 9.66047 -7.94931 -11.70130 0.0 0.1 0.0 0.518
H 8.63547 -5.84883 -11.42410 0.0 -0.1 0.1 0.029
H 10.36609 -5.81315 -11.01041 0.0 -0.1 0.1 0.029
C -8.05347 3.29308 8.97629 0.1 0.1 -0.1 -1.052
Cl -9.81417 3.18144 9.09456 0.0 0.1 -0.1 0.495
Cl -7.26148 2.37128 10.26075 0.1 0.0 0.0 0.497
H -7.73973 2.89780 8.01464 -0.1 0.0 0.1 0.001
H -7.76117 4.33548 9.06038 -0.1 -0.1 0.1 0.015
```
Forces are in eV/Å.

=====

> Among the records above, which one has the highest E_HOMO?

C39H73Cl32FN3O5PSi

=====

> Among the records above, which one has the highest E_HOMO?

C39H73Cl32FN3O5PSi